Record 1
71
Properties=species:S:1:pos:R:3 method="wB97M-V/def2-TZVPD" s_squared=0.7507 e_lumo_ev="-2.3065 / -2.2838" orbital_gap_ev="8.5 / 8.5" spin_multiplicity=2 total_charge=+1 relative_energy_kj_mol=7.9
Ce -0.491 0.228 0.477
C -2.419 3.253 0.956
C -3.337 2.603 -0.065
N -2.681 1.476 -0.754
C -3.642 0.432 -1.147
C -4.236 -0.310 0.055
S -3.151 -0.640 1.485
C -3.501 0.742 2.628
C -2.350 1.708 2.914
N -1.669 2.263 1.737
H -3.003 3.914 1.606
H -1.682 3.881 0.452
H -3.689 3.351 -0.779
H -4.228 2.220 0.428
H -2.248 1.822 -1.606
H -3.112 -0.276 -1.778
H -4.474 0.839 -1.732
H -4.571 -1.293 -0.275
H -5.116 0.187 0.464
H -3.798 0.287 3.572
H -4.382 1.258 2.251
H -1.590 1.201 3.514
H -2.767 2.509 3.538
H -0.819 2.724 2.065
C 1.194 -3.665 -4.739
Si 0.031 -2.227 -4.839
C 0.090 -1.436 -6.520
C -1.711 -2.787 -4.546
C 0.682 -0.898 -3.628
C 1.727 -0.108 -4.094
C 2.319 0.896 -3.325
C 1.801 1.114 -2.079
N 0.795 0.372 -1.587
C 0.265 -0.649 -2.302
S -0.896 -1.673 -1.450
H 0.922 -4.451 -5.448
H 1.156 -4.092 -3.732
H 2.225 -3.368 -4.942
H -0.238 -2.153 -7.278
H 1.079 -1.083 -6.817
H -0.597 -0.585 -6.549
H -1.976 -3.440 -5.384
H -2.414 -1.950 -4.543
H -1.833 -3.344 -3.619
H 2.107 -0.268 -5.097
H 3.140 1.493 -3.693
H 2.180 1.900 -1.435
C 4.155 -0.479 1.225
C 3.679 -1.208 2.473
C 2.617 -0.446 3.299
C 2.163 -1.309 4.489
C 1.074 -0.662 5.336
C 3.246 0.832 3.835
O 4.163 0.808 4.613
N 2.719 2.043 3.401
C 1.637 2.205 2.564
O 1.176 3.304 2.332
N 1.090 1.061 2.003
C 1.449 -0.162 2.401
O 0.765 -1.126 1.942
H 4.931 -1.055 0.723
H 4.581 0.500 1.461
H 3.348 -0.335 0.500
H 4.514 -1.390 3.151
H 3.247 -2.175 2.213
H 3.050 -1.495 5.094
H 1.825 -2.265 4.090
H 1.392 0.304 5.735
H 0.821 -1.293 6.187
H 0.153 -0.514 4.763
H 3.111 2.882 3.809

***

Record 2
48
Properties=species:S:1:pos:R:3 method="wB97M-V/def2-TZVPD" s_squared=0.7551 e_lumo_ev="-2.7601 / -9.9167" orbital_gap_ev="9.5 / 2.3" spin_multiplicity=2 total_charge=+1 relative_energy_kj_mol=111.7
C -1.194 -1.520 -3.496
O -0.341 -0.474 -3.143
H -0.751 -2.515 -3.540
H -2.042 -1.497 -2.811
H -1.534 -1.405 -4.525
H 0.243 -0.312 -3.888
C -1.540 4.131 3.044
O -1.476 4.367 1.659
H -2.031 3.212 3.366
H -0.567 4.201 3.531
H -2.222 4.856 3.489
H -1.145 3.576 1.229
C 2.181 2.588 -1.763
O 2.290 2.660 -0.330
H 2.301 3.637 -2.033
H 2.997 2.131 -2.322
H 1.213 2.171 -2.040
H 3.235 2.644 -0.163
C 4.216 -0.604 1.467
C 3.146 -0.745 0.410
O 3.456 -1.847 -0.372
O 4.058 -1.389 2.549
H 4.338 0.448 1.724
H 5.202 -0.928 1.134
H 3.147 0.021 -0.365
H 2.190 -0.782 0.932
H 2.689 -2.420 -0.445
H 4.215 -2.288 2.250
C -2.132 0.671 0.246
C -0.648 0.996 -0.078
O -0.146 2.122 0.695
O -1.958 0.075 1.517
H -2.500 -0.026 -0.507
H -2.807 1.526 0.266
H -0.554 1.295 -1.122
H 0.079 0.189 0.012
H 0.722 2.420 0.415
H -1.747 0.777 2.136
C -2.553 -3.460 -0.580
C -2.349 -3.008 0.883
O -3.536 -2.583 1.465
O -1.368 -4.038 -1.059
H -3.039 -2.698 -1.188
H -3.289 -4.263 -0.620
H -1.592 -2.223 0.867
H -1.994 -3.841 1.490
H -3.411 -1.643 1.612
H -1.451 -4.204 -2.001

***

Record 3
34
Properties=species:S:1:pos:R:3 method="wB97M-V/def2-TZVPD" smiles="CCc1cn([C@H]2C[C@H](O)[C@@H](CO)O2)c(=O)[nH]c1=O" e_lumo_ev=0.5305 orbital_gap_ev=9.5 total_charge=0 relative_energy_kj_mol=11.4
C 3.734 0.970 -1.448
C 3.216 -0.459 -1.277
C 1.734 -0.542 -1.506
C 0.840 0.051 -0.692
N -0.510 0.019 -0.896
C -1.440 0.743 -0.013
C -2.568 -0.174 0.485
C -2.711 0.211 1.961
O -3.580 1.291 2.175
C -1.293 0.677 2.306
C -0.378 -0.455 2.792
O 0.884 0.030 3.160
O -0.778 1.251 1.105
C -1.049 -0.560 -2.028
O -2.232 -0.521 -2.285
N -0.135 -1.192 -2.827
C 1.251 -1.254 -2.679
O 1.923 -1.855 -3.486
H 3.507 1.338 -2.445
H 4.812 0.996 -1.308
H 3.277 1.639 -0.721
H 3.459 -0.815 -0.273
H 3.701 -1.112 -2.004
H 1.147 0.603 0.184
H -1.840 1.586 -0.598
H -3.482 -0.023 -0.084
H -2.271 -1.218 0.395
H -3.008 -0.650 2.576
H -4.461 1.064 1.857
H -1.316 1.480 3.050
H -0.801 -0.925 3.682
H -0.282 -1.213 1.999
H 1.169 0.665 2.492
H -0.516 -1.644 -3.651

***

Record 4
91
Properties=species:S:1:pos:R:3 method="wB97M-V/def2-TZVPD" e_lumo_ev=1.9252 orbital_gap_ev=6.4 total_charge=-1 relative_energy_kj_mol=0.0
C 0.670 2.079 -1.618
C 1.045 1.005 -0.624
O 0.758 1.135 0.553
N 1.763 -0.172 -1.192
H 1.102 -0.693 -1.598
H 2.392 0.060 -1.961
C 2.490 -1.034 -0.199
H -0.522 1.881 -1.844
H 1.189 1.945 -2.546
H 0.886 3.017 -1.208
H 2.686 -0.741 0.773
H 3.529 -1.303 -0.749
H 1.926 -1.876 -0.110
I -0.769 -1.858 -2.815
O 3.388 0.052 -3.392
H 3.966 -0.607 -3.045
C -2.926 0.923 1.110
C -2.600 -0.599 1.165
C -3.453 -1.234 0.183
S -5.060 -0.463 0.425
O -5.814 -1.213 1.328
O -5.558 -0.112 -0.868
C -4.479 0.987 1.287
H -2.935 1.296 0.101
H -2.445 1.466 1.934
H -2.715 -0.911 2.322
H -1.419 -0.577 1.005
H -3.237 -2.243 0.206
H -3.072 -1.044 -0.806
H -4.894 0.940 2.373
H -5.000 1.762 0.546
C -4.370 1.848 -4.870
C -2.960 2.457 -4.965
C -3.156 3.632 -4.201
S -4.091 3.270 -2.732
O -5.137 4.254 -2.551
O -3.146 2.876 -1.663
C -4.835 1.789 -3.407
H -4.281 0.940 -5.374
H -5.097 2.433 -5.346
H -2.775 2.927 -5.969
H -2.246 1.954 -4.629
H -3.965 4.248 -4.710
H -2.184 4.029 -4.035
H -5.769 1.833 -3.122
H -4.287 0.937 -3.045
C -0.737 5.178 -0.683
C -1.554 4.421 0.399
C -1.266 5.054 1.540
S 0.404 5.535 1.576
O 1.151 4.373 2.059
O 0.489 6.738 2.317
C 0.590 5.680 -0.150
H -1.371 6.204 -1.172
H -0.510 4.592 -1.622
H -1.513 3.443 0.399
H -2.666 4.491 0.185
H -1.340 4.416 2.438
H -1.872 5.965 1.477
H 1.374 4.961 -0.386
H 0.989 6.653 -0.398
C 4.751 -2.356 3.286
C 5.359 -3.445 2.504
C 6.763 -3.228 2.423
S 6.985 -1.521 2.098
O 6.709 -1.370 0.655
O 8.165 -1.102 2.632
C 5.527 -1.099 3.015
H 4.836 -2.462 4.249
H 3.670 -2.451 2.999
H 5.132 -3.645 1.543
H 5.272 -4.497 2.906
H 7.366 -3.911 1.825
H 7.317 -3.366 3.517
H 5.053 -0.327 2.528
H 5.934 -0.607 3.980
C -0.301 -6.273 0.690
C -0.506 -5.885 2.110
C 0.811 -5.686 2.705
S 1.719 -4.961 1.415
O 2.863 -5.790 1.100
O 1.884 -3.594 1.867
C 0.573 -5.167 0.161
H -1.287 -6.281 0.102
H 0.041 -7.337 0.541
H -1.237 -6.463 2.775
H -1.160 -5.049 2.350
H 1.356 -6.510 3.144
H 0.503 -5.001 3.567
H 0.983 -5.411 -0.779
H 0.140 -4.174 -0.041

***

Record 5
28
Properties=species:S:1:pos:R:3 method="wB97M-V/def2-TZVPD" s_squared=2.0114 e_lumo_ev="-9.1503 / -9.1050" orbital_gap_ev="7.1 / 7.2" spin_multiplicity=3 total_charge=+2 relative_energy_kj_mol=0.0
W -0.130 0.629 -0.851
O -2.483 -2.838 3.379
C -2.003 -1.729 3.885
O -2.077 -1.423 5.037
C -1.303 -0.750 2.960
C -0.720 0.419 3.438
N -0.186 1.069 2.402
N -0.373 0.402 1.255
C -1.069 -0.709 1.588
C -1.434 -1.609 0.458
O -1.950 -2.670 0.578
O -1.080 -1.061 -0.734
H -2.405 -2.957 2.421
H -0.689 0.781 4.455
H 0.281 1.964 2.427
N 0.020 0.639 -3.043
C 1.408 0.244 -3.432
C 2.367 1.041 -2.569
N 2.068 0.728 -1.122
H -0.649 0.026 -3.512
H -0.172 1.568 -3.422
H 1.606 0.434 -4.486
H 1.529 -0.827 -3.257
H 2.212 2.111 -2.716
H 3.402 0.807 -2.810
H 2.606 1.359 -0.530
H 2.443 -0.201 -0.916
Cl -1.222 2.554 -0.884

***

Record 6
51
Properties=species:S:1:pos:R:3 method="wB97M-V/def2-TZVPD" s_squared=2.0163 e_lumo_ev="2.7074 / 2.6737" orbital_gap_ev="4.5 / 7.4" spin_multiplicity=3 total_charge=-1 relative_energy_kj_mol=92.0
Ti 0.048 1.226 -0.089
O 1.558 0.259 -3.411
C 0.661 -0.803 -3.152
C -0.798 -0.404 -3.127
N -1.198 0.590 -2.110
C -1.178 1.960 -2.683
C 0.223 2.562 -2.587
O 0.798 2.952 -3.583
O 0.680 2.594 -1.357
C -2.527 0.273 -1.550
C -2.874 1.155 -0.360
O -4.023 1.303 -0.021
O -1.814 1.698 0.193
H 1.199 0.872 -4.065
H 0.959 -1.224 -2.193
H 0.746 -1.591 -3.913
H -1.386 -1.309 -2.959
H -1.079 -0.028 -4.120
H -1.843 2.594 -2.099
H -1.505 1.964 -3.725
H -2.504 -0.757 -1.191
H -3.325 0.360 -2.294
C 2.227 -4.113 0.916
C 2.354 -2.852 1.773
C 2.461 -1.599 0.957
N 1.453 -1.123 0.310
N 1.699 0.050 -0.319
C 3.019 0.432 -0.237
N 3.533 1.656 -0.675
S 3.925 -0.615 0.864
H 2.099 -5.004 1.535
H 3.112 -4.253 0.292
H 1.364 -4.032 0.252
H 3.231 -2.928 2.419
H 1.488 -2.764 2.433
H 2.819 2.248 -1.091
H 4.286 1.529 -1.343
Cl -1.213 3.145 4.070
C -1.540 1.501 3.532
C -2.699 0.915 4.012
C -3.040 -0.374 3.635
C -2.195 -1.051 2.767
C -1.041 -0.445 2.291
C -0.659 0.864 2.651
C 0.523 1.520 2.018
H -3.333 1.484 4.681
H -3.950 -0.828 4.003
H -2.438 -2.058 2.445
H -0.404 -1.002 1.615
H 1.427 0.929 2.188
H 0.677 2.522 2.405

***

Record 7
147
Properties=species:S:1:pos:R:3 method="wB97M-V/def2-TZVPD" smiles="C=Cc1c(C[C@H](C)Br)cc2c(c1CCCCCCCCCCCCCC)Sc1c(cc(CC)cc1P(O)Cl)N2.O=C1OC[C@@H](F)O1.O=C1OC[C@@H](F)O1.O=C1OC[C@@H](F)O1.O=C1OC[C@@H](F)O1.O=C1OC[C@@H](F)O1.O=C1OC[C@@H](F)O1" e_lumo_ev=-0.1238 orbital_gap_ev=8.1 total_charge=0
C -2.403 -1.163 4.360
C -1.930 -0.097 3.663
C -1.292 -0.341 2.331
C -2.084 -0.199 1.180
C -3.544 0.194 1.265
C -3.822 1.444 0.433
C -3.449 2.737 1.159
Br -5.771 1.424 0.090
C -1.493 -0.410 -0.065
C -0.150 -0.742 -0.211
C 0.621 -0.885 0.938
C 0.074 -0.688 2.218
C 0.924 -0.776 3.452
C 1.620 0.575 3.836
C 1.608 1.587 2.691
C 2.512 2.787 2.918
C 2.449 3.839 1.787
C 2.112 3.251 0.404
C 2.952 3.806 -0.773
C 2.199 4.743 -1.728
C 1.674 4.029 -2.963
C 0.569 3.005 -2.666
C -0.531 2.984 -3.723
C -1.797 2.242 -3.261
C -2.082 0.934 -3.990
C -3.531 0.475 -3.802
S 2.356 -1.276 0.840
C 2.516 -1.804 -0.847
C 1.526 -1.551 -1.799
C 1.749 -1.974 -3.115
C 2.917 -2.625 -3.514
C 3.121 -3.003 -4.955
C 3.220 -1.726 -5.808
C 3.891 -2.888 -2.548
C 3.686 -2.482 -1.221
P 4.933 -2.803 0.087
O 4.406 -4.248 0.615
Cl 6.624 -3.263 -1.046
N 0.317 -0.865 -1.550
H -1.770 -2.035 4.482
H -3.417 -1.194 4.742
H -1.974 0.917 4.048
H -3.772 0.444 2.293
H -4.134 -0.647 0.914
H -3.345 1.413 -0.539
H -4.305 3.402 1.181
H -3.161 2.567 2.193
H -2.665 3.282 0.641
H -2.102 -0.305 -0.954
H 0.288 -1.062 4.279
H 1.687 -1.547 3.375
H 2.670 0.391 4.058
H 1.152 0.979 4.732
H 2.011 1.044 1.849
H 0.585 1.903 2.493
H 2.213 3.255 3.854
H 3.530 2.427 3.069
H 1.800 4.665 2.060
H 3.444 4.279 1.720
H 1.081 3.517 0.184
H 2.246 2.179 0.377
H 3.875 4.253 -0.414
H 3.256 2.943 -1.359
H 1.414 5.303 -1.221
H 2.899 5.498 -2.091
H 1.283 4.770 -3.661
H 2.488 3.529 -3.483
H 0.142 3.133 -1.675
H 1.032 2.014 -2.706
H -0.166 2.531 -4.644
H -0.802 4.003 -3.991
H -1.778 2.036 -2.189
H -2.653 2.893 -3.438
H -1.444 0.144 -3.591
H -1.887 1.014 -5.057
H -3.601 -0.610 -3.812
H -4.181 0.839 -4.593
H -3.934 0.802 -2.843
H 0.980 -1.780 -3.851
H 4.067 -3.526 -5.057
H 2.285 -3.585 -5.330
H 3.866 -0.987 -5.342
H 2.239 -1.265 -5.913
H 3.565 -1.951 -6.812
H 4.808 -3.381 -2.828
H 3.515 -4.442 0.293
H 0.305 0.048 -1.986
O 4.663 2.011 -4.073
C 5.363 1.603 -3.203
O 6.124 0.492 -3.283
C 6.910 0.406 -2.085
C 6.091 1.235 -1.122
F 6.862 1.881 -0.218
O 5.487 2.190 -1.987
H 7.892 0.849 -2.259
H 7.028 -0.628 -1.773
H 5.311 0.680 -0.595
O -1.011 3.054 5.028
C -0.274 3.251 5.935
O -0.474 2.824 7.201
C 0.698 3.134 7.964
C 1.302 4.265 7.162
F 2.654 4.264 7.226
O 0.895 3.946 5.842
H 1.358 2.266 7.988
H 0.435 3.417 8.979
H 0.932 5.258 7.423
O -5.586 -2.604 4.034
C -6.113 -2.794 2.988
O -5.464 -2.906 1.809
C -6.422 -3.271 0.807
C -7.712 -2.781 1.421
F -8.762 -3.561 1.071
O -7.458 -2.923 2.811
H -6.417 -4.353 0.676
H -6.195 -2.792 -0.142
H -7.949 -1.738 1.204
O -2.391 -7.070 -0.169
C -1.693 -6.117 -0.164
O -2.121 -4.839 -0.306
C -1.004 -3.966 -0.105
C 0.159 -4.883 -0.416
F 1.256 -4.574 0.328
O -0.332 -6.147 -0.024
H -0.982 -3.628 0.934
H -1.059 -3.101 -0.761
H 0.442 -4.913 -1.470
O -8.243 -5.010 9.020
C -7.638 -5.187 8.019
O -6.630 -4.402 7.570
C -6.064 -5.022 6.411
C -7.205 -5.890 5.935
F -6.769 -7.032 5.346
O -7.866 -6.212 7.145
H -5.199 -5.619 6.704
H -5.759 -4.283 5.676
H -7.905 -5.390 5.264
O 1.351 2.833 -9.384
C 2.366 2.800 -8.777
O 2.571 2.082 -7.647
C 3.957 2.190 -7.295
C 4.351 3.474 -7.983
F 5.642 3.457 -8.401
O 3.496 3.490 -9.112
H 4.502 1.335 -7.697
H 4.087 2.224 -6.218
H 4.183 4.376 -7.392

***

Record 8
26
Properties=species:S:1:pos:R:3 method="wB97M-V/def2-TZVPD" s_squared=2.0148 e_lumo_ev="-14.5286 / -14.0433" orbital_gap_ev="2.7 / 3.2" spin_multiplicity=3 total_charge=+3
Pr 0.016 0.125 -2.183
O 0.217 3.579 -0.370
C 0.152 2.488 -0.757
C -0.100 -2.163 -0.806
O -0.152 -3.279 -0.450
C 2.359 -0.002 -0.692
O 3.465 -0.062 -0.411
C -2.338 0.217 -0.754
O -3.459 0.247 -0.492
C 0.054 0.796 -4.551
H -0.859 1.433 -4.673
H 1.024 1.347 -4.653
C -0.013 -0.606 -4.590
H 0.905 -1.235 -4.771
H -0.986 -1.140 -4.791
Br 0.139 -2.926 4.456
C 0.046 -1.287 3.622
C -0.046 -0.118 4.357
C -0.118 1.062 3.632
C -0.099 1.098 2.229
N -0.012 -0.052 1.552
C 0.063 -1.227 2.188
H -0.058 -0.168 5.453
H -0.191 1.993 4.128
H -0.160 2.033 1.692
H 0.150 -2.153 1.636